# 1
Computed, not measured: a structure of composition C7H7ClNO2, with ωB97M-V/def2-TZVPD.

Geometry as XYZ:
```
18
Properties=species:S:1:pos:R:3
Cl 1.88 -2.41 -3.72
O 0.52 -0.48 -5.22
O -0.43 -2.46 -5.44
N -0.05 -0.41 -2.36
C -0.48 1.46 0.86
C -0.06 -0.01 -1.09
C -0.64 1.06 -0.51
C -0.22 0.57 1.85
C 0.29 -1.63 -5.11
C 0.18 -0.78 1.53
C 0.40 -1.29 0.34
H -0.09 0.85 2.88
H 0.62 -1.40 2.36
H -0.61 0.14 -3.00
H 0.63 -2.33 0.02
H -0.74 2.52 1.09
H -0.92 1.82 -1.34
H 0.51 -1.18 -2.74
```

Output
* total charge: -1
* Kohn-Sham gap: 7.9 eV
* HOMO energy: -0.1628 Eh
* lowest unoccupied orbital energy: 3.498 eV
* calculated total energy: -936.37821 hartree
* ΔE to the lowest compared entry with this formula, charge and spin: 0.254 eV

# 2
Computed, not measured: an isolated molecule of C4H5NO3, with ωB97M-V/def2-TZVPD.

Geometry as XYZ:
```
13
Properties=species:S:1:pos:R:3
O 1.01 -1.24 -1.12
O -0.62 0.90 -1.57
O -2.11 -0.67 -0.94
N -1.22 0.01 1.74
C -1.11 -0.04 -0.76
C -0.50 0.12 0.72
C 0.96 0.41 0.77
C 1.47 -0.68 -0.14
H 1.21 1.39 0.35
H 2.52 -0.93 0.13
H -0.75 0.66 -2.50
H -2.19 -0.23 1.53
H 1.34 0.30 1.78
```

Output
* SMILES: [H]/N=C(/CC=O)C(=O)O
* Kohn-Sham gap: 10.5 eV
* HOMO energy: -0.3669 Eh
* lowest unoccupied orbital energy: 0.505 eV
* calculated total energy: -435.86593 hartree
* ΔE to the lowest compared entry with this formula, charge and spin: 1.485 eV